Entry 1:
{"formula": "C30H38F8N10OS", "method": "wB97M-V/def2-TZVPD", "e_homo_ev": -8.206, "species": ["N", "C", "C", "C", "C", "C", "C", "C", "O", "C", "C", "F", "F", "C", "F", "F", "C", "F", "F", "C", "F", "F", "C", "C", "C", "N", "S", "N", "C", "H", "H", "H", "H", "H", "H", "H", "H", "H", "H", "H", "H", "H", "H", "H", "H", "H", "C", "C", "N", "H", "H", "H", "C", "C", "N", "H", "H", "H", "C", "C", "N", "H", "H", "H", "C", "C", "N", "H", "H", "H", "C", "C", "N", "H", "H", "H", "C", "C", "N", "H", "H", "H", "C", "C", "N", "H", "H", "H"], "coordinates": [[1.710355, -1.655402, 3.589415], [2.318145, -0.719903, 2.618833], [2.700186, 0.632187, 3.254768], [1.445026, 1.496491, 3.371881], [0.894646, 2.126380, 2.110719], [-0.191249, 2.911134, 2.237530], [-0.850755, 3.229875, 3.578937], [-1.350786, 2.065049, 4.459616], [-1.711850, 0.882223, 3.754520], [-2.972573, 0.459499, 4.237054], [-3.253197, -0.944066, 3.737277], [-4.463268, -1.327933, 4.183863], [-2.345567, -1.765891, 4.318333], [-3.117454, -1.165571, 2.226232], [-3.518575, -2.442843, 1.983602], [-1.863791, -1.089847, 1.802161], [-3.994918, -0.248468, 1.348566], [-3.612697, 1.022725, 1.401726], [-3.773918, -0.645892, 0.081844], [-5.513997, -0.410976, 1.601213], [-6.168896, -0.145982, 0.455608], [-5.922654, 0.478974, 2.518760], [-0.759506, 3.550706, 1.089555], [-0.286527, 3.462825, -0.148394], [0.864594, 2.677961, -0.358877], [1.545635, 2.464230, -1.457743], [2.801515, 1.512407, -1.098629], [2.505423, 1.330800, 0.463879], [1.424012, 2.008654, 0.794641], [1.008021, -1.212190, 4.166481], [1.210421, -2.342949, 3.035986], [1.555795, -0.489440, 1.863603], [3.157979, -1.188659, 2.108112], [3.121201, 0.389581, 4.229982], [3.473130, 1.121635, 2.668884], [0.670443, 0.855204, 3.789546], [1.607452, 2.268854, 4.132697], [-0.182001, 3.886681, 4.140922], [-1.727585, 3.836758, 3.331769], [-0.518674, 1.787917, 5.114489], [-2.138144, 2.428139, 5.123851], [-3.719913, 1.165871, 3.855603], [-3.018540, 0.430927, 5.329577], [-5.780977, -1.419755, 1.914978], [-1.619565, 4.196510, 1.227819], [-0.724503, 3.995296, -0.980875], [-1.811838, -0.013811, -2.819294], [-1.202171, 1.080279, -3.588882], [-0.731917, 1.935278, -4.194955], [-1.166219, -0.279184, -1.984000], [-2.775194, 0.299824, -2.433798], [-1.944806, -0.887110, -3.452422], [1.094872, -1.332827, -5.956078], [1.033657, -1.678588, -4.535804], [0.982867, -1.949373, -3.421158], [0.245234, -1.770227, -6.478776], [1.067820, -0.250412, -6.073599], [2.014808, -1.715818, -6.388774], [-1.868884, -4.691105, 0.084449], [-0.496100, -5.188703, -0.007222], [0.582894, -5.588346, -0.078831], [-2.489024, -5.416362, 0.607978], [-1.886056, -3.749779, 0.628286], [-2.271736, -4.532372, -0.914195], [5.675763, 2.959392, -3.773666], [5.618210, 2.631223, -2.351389], [5.572601, 2.362657, -1.230872], [4.824953, 2.514843, -4.288235], [5.648103, 4.039347, -3.904227], [6.596005, 2.569959, -4.204243], [-3.016294, -0.635602, -6.275070], [-2.355297, -0.886376, -7.554514], [-1.826237, -1.084582, -8.559893], [-3.859311, -1.313638, -6.154810], [-2.314801, -0.788768, -5.460470], [-3.377915, 0.390183, -6.237442], [1.086288, -2.303426, 7.469703], [1.372916, -1.059629, 6.759678], [1.600391, -0.086974, 6.184091], [0.818385, -2.086361, 8.501897], [0.259657, -2.820835, 6.986594], [1.964777, -2.945133, 7.454941], [4.795999, -0.846747, -8.085863], [4.622089, -0.899104, -6.633887], [4.484127, -0.940348, -5.489256], [5.826985, -1.081421, -8.342192], [4.137072, -1.569532, -8.563418], [4.555433, 0.149770, -8.450697]], "forces_ev_per_a": [[0.4, -0.4, -0.3], [-0.8, 0.7, -0.1], [0.0, -0.9, -0.2], [0.7, -0.3, 0.2], [0.4, -0.3, 0.7], [-1.1, 0.6, 0.2], [-0.8, -0.1, -0.9], [1.9, 0.5, 0.5], [-0.8, 0.2, 0.4], [0.1, 0.4, -0.8], [1.3, 0.7, 0.8], [-0.5, -0.1, -0.4], [0.2, -0.4, 0.0], [-0.6, -0.2, -0.1], [-0.4, -0.2, -0.1], [0.5, 0.4, 0.2], [-0.3, -0.5, -0.5], [0.1, 0.6, 0.5], [0.1, -0.4, -0.5], [-0.1, -0.2, -0.2], [-0.1, 0.1, -0.2], [0.0, 0.2, 0.4], [-0.9, 0.5, 1.1], [0.4, 0.2, -1.7], [0.0, -0.4, 1.5], [0.5, -0.1, -1.3], [-1.3, 0.3, 0.6], [1.2, -0.8, -0.1], [0.2, 0.1, -0.6], [0.0, 0.3, -0.1], [0.0, -0.2, 0.2], [0.3, -0.1, -0.3], [0.0, -0.1, 0.2], [-0.1, 0.3, 0.2], [0.0, 0.0, 0.0], [-0.1, 0.0, 0.0], [0.0, 0.1, -0.2], [0.0, -0.2, 0.3], [0.1, 0.1, 0.0], [-0.2, -0.1, 0.2], [-0.2, -0.1, -0.3], [-0.3, -0.3, 0.2], [0.0, -0.1, 0.0], [0.1, 0.0, 0.1], [-0.1, -0.1, 0.2], [-0.1, 0.0, 0.0], [0.3, 0.3, 0.0], [-0.1, -0.2, 0.1], [-0.1, -0.1, -0.1], [0.1, 0.0, 0.0], [-0.2, 0.1, 0.0], [0.1, -0.1, 0.1], [-0.1, 0.0, 0.1], [0.1, 0.1, -0.1], [-0.2, 0.0, 0.0], [0.0, 0.0, 0.0], [0.0, 0.0, 0.0], [0.0, 0.0, 0.1], [0.2, 0.0, 0.0], [0.6, -0.2, -0.1], [-0.7, 0.2, 0.1], [0.0, 0.0, 0.0], [0.0, 0.0, 0.0], [0.0, 0.0, 0.0], [-0.1, 0.0, 0.1], [0.2, -0.1, 0.6], [0.3, 0.3, -0.8], [0.0, 0.0, 0.0], [0.0, 0.0, 0.0], [0.0, 0.0, 0.0], [-0.1, 0.0, -0.2], [0.3, -0.1, -0.5], [-0.3, 0.1, 0.7], [0.0, 0.0, 0.0], [0.1, 0.0, 0.0], [0.0, 0.0, 0.0], [0.1, 0.1, -0.1], [0.1, 0.5, -0.3], [-0.3, -0.5, 0.7], [0.0, 0.0, 0.0], [0.0, 0.0, 0.0], [0.0, 0.0, 0.0], [0.0, 0.0, 0.1], [0.0, 0.0, 0.6], [0.1, 0.1, -0.8], [0.0, 0.0, 0.0], [0.0, 0.0, 0.0], [0.0, 0.0, 0.0]]}

Entry 2:
{"formula": "C30H38IrN8O3PS2", "method": "wB97M-V/def2-TZVPD", "e_above_lowest_kj_mol": 267.14, "charge": 2, "e_homo_ev": [-12.384, -12.397], "species": ["Ir", "S", "C", "N", "N", "C", "C", "C", "C", "C", "C", "N", "N", "C", "C", "C", "C", "C", "C", "H", "H", "H", "H", "H", "H", "H", "H", "H", "H", "H", "C", "C", "O", "P", "O", "C", "C", "O", "C", "C", "H", "H", "H", "H", "H", "H", "H", "H", "H", "H", "H", "H", "H", "H", "H", "C", "C", "C", "N", "N", "C", "N", "S", "H", "H", "H", "H", "H", "H", "H", "N", "C", "C", "C", "C", "C", "C", "C", "H", "H", "H", "H", "H"], "coordinates": [[0.853704, -0.536449, -0.748617], [2.898204, -0.327649, -1.855417], [3.069004, 1.406751, -1.545417], [4.291704, 1.852951, -1.643517], [4.654004, 3.123951, -1.619317], [4.133604, 4.168751, -2.321817], [4.651104, 5.455351, -2.078017], [4.114404, 6.542251, -2.727317], [3.083604, 6.372151, -3.645717], [2.594204, 5.100051, -3.920217], [3.110604, 4.000551, -3.271717], [2.014804, 2.081951, -1.164017], [0.863504, 1.524651, -0.855017], [-0.177796, 2.415551, -0.754217], [-0.111296, 3.672751, -1.388917], [-1.156796, 4.560551, -1.281917], [-2.281796, 4.242051, -0.528717], [-2.342696, 3.019851, 0.130183], [-1.307096, 2.116451, 0.021883], [5.535604, 3.278951, -1.134117], [5.449304, 5.583651, -1.363317], [4.491704, 7.530551, -2.521017], [2.675404, 7.225251, -4.160817], [1.809504, 4.972951, -4.649117], [2.761304, 3.009251, -3.512917], [0.768904, 3.915351, -1.965017], [-1.097096, 5.514451, -1.783317], [-3.093796, 4.945451, -0.441817], [-3.200596, 2.781751, 0.741183], [-1.343096, 1.178751, 0.555683], [-4.777496, 0.524751, -1.735217], [-3.296896, 0.265051, -1.954817], [-2.846196, -0.469049, -0.813417], [-1.460096, -1.261749, -0.690017], [-1.536796, -2.507849, -1.679117], [-2.511596, -3.569849, -1.542917], [-3.656896, -3.424549, -2.522117], [-1.714796, -1.990749, 0.699183], [-2.080096, -1.447649, 1.968583], [-3.540696, -1.745449, 2.269783], [-5.172896, 1.147451, -2.531517], [-4.921196, 1.031251, -0.784017], [-5.335896, -0.408749, -1.718617], [-2.742296, 1.206251, -2.012517], [-3.119696, -0.311549, -2.868817], [-2.876896, -3.584249, -0.514217], [-1.955796, -4.488049, -1.746317], [-4.256096, -2.549749, -2.289217], [-4.287396, -4.306749, -2.452317], [-3.285396, -3.343449, -3.540317], [-1.886696, -0.375049, 2.004283], [-1.431896, -1.944349, 2.694683], [-4.193096, -1.067149, 1.727983], [-3.724696, -1.634849, 3.335683], [-3.782096, -2.766749, 1.981683], [1.664704, -5.276749, 2.366183], [0.451304, -5.215049, 1.434883], [0.746804, -4.380049, 0.249683], [0.796304, -3.102949, 0.242383], [1.110404, -2.563449, -0.936517], [1.314204, -3.442749, -1.898317], [1.604004, -3.152449, -3.164817], [1.127204, -5.072749, -1.327917], [1.389104, -5.784949, 3.284883], [2.004904, -4.272349, 2.603283], [2.483004, -5.817849, 1.898883], [-0.392896, -4.772149, 1.966883], [0.181404, -6.222149, 1.116483], [1.699604, -2.194449, -3.460917], [1.848504, -3.881649, -3.812817], [1.106004, -0.231049, 1.446283], [1.093904, -0.346749, 2.594483], [1.089204, -0.453149, 3.985983], [1.661104, -1.572449, 4.608783], [1.702104, -1.636549, 5.987183], [1.178204, -0.600749, 6.748783], [0.583304, 0.493951, 6.135583], [0.529704, 0.576151, 4.758383], [2.076404, -2.362049, 4.002283], [2.146704, -2.486549, 6.481683], [1.237304, -0.644849, 7.825083], [0.169504, 1.284351, 6.741983], [0.079504, 1.425451, 4.267283]], "forces_ev_per_a": [[1.1, 1.0, -1.2], [-1.2, 0.1, 1.3], [-0.8, -2.0, -0.7], [1.8, 1.3, 0.8], [0.1, -2.1, 0.6], [-1.4, 1.8, -0.5], [-0.3, -0.7, 0.1], [-0.2, 0.1, -0.3], [0.1, -0.1, 0.1], [0.2, 0.2, 0.0], [0.5, -0.1, 0.4], [-2.7, 1.5, 0.3], [3.4, -0.8, -0.9], [-1.4, 1.7, 0.6], [0.2, -0.6, 0.0], [-0.2, 0.1, 0.1], [0.2, -0.1, 0.0], [-0.1, 0.2, 0.0], [0.6, -0.2, -0.2], [0.1, -0.3, -0.6], [0.1, 0.0, 0.1], [0.1, 0.1, 0.0], [-0.1, 0.1, 0.0], [-0.1, 0.0, -0.1], [-0.1, 0.0, 0.0], [0.0, 0.1, -0.1], [0.0, 0.1, -0.1], [-0.1, 0.1, 0.0], [-0.1, 0.0, 0.0], [0.0, 0.0, 0.0], [0.3, -0.1, -0.1], [-0.4, 0.5, -0.5], [1.0, -0.4, 0.4], [-0.1, -0.5, 0.8], [0.3, 0.9, 0.0], [-0.4, -0.4, 0.0], [0.3, 0.1, 0.1], [0.0, 0.0, -0.5], [-0.3, -0.1, 0.4], [0.3, 0.1, -0.1], [0.0, 0.1, -0.1], [0.0, 0.1, 0.0], [0.0, 0.0, 0.0], [0.0, -0.1, 0.0], [0.0, 0.0, 0.1], [0.1, -0.1, -0.1], [0.0, 0.1, 0.1], [-0.1, 0.1, 0.0], [-0.1, -0.1, 0.0], [0.0, 0.0, -0.1], [0.1, 0.1, 0.0], [0.0, 0.1, -0.1], [-0.1, 0.0, -0.1], [-0.1, 0.0, 0.1], [0.0, -0.1, 0.1], [-0.1, -0.1, 0.0], [0.2, -0.1, 0.3], [0.1, -0.1, -0.7], [-0.1, -1.2, 1.6], [0.2, 0.1, -0.1], [0.0, -0.2, 0.2], [0.1, 0.1, -0.3], [0.0, 0.6, 0.2], [0.1, -0.1, 0.1], [0.0, 0.1, 0.0], [0.1, 0.0, 0.0], [-0.1, 0.0, -0.1], [-0.1, 0.0, 0.1], [0.0, 0.0, 0.0], [0.0, 0.1, 0.0], [-0.8, -1.0, -0.7], [0.0, 0.2, -1.9], [0.0, -0.1, 1.5], [0.0, 0.2, -0.2], [0.0, 0.0, 0.1], [0.0, 0.0, -0.2], [0.0, 0.0, 0.0], [0.1, -0.1, -0.2], [0.1, -0.1, 0.0], [0.1, -0.1, 0.0], [0.0, 0.0, 0.1], [0.0, 0.1, 0.0], [0.0, 0.1, 0.0]]}